Record 1
C36H36Cl3GeHfOP2S2Se | ωB97M-V with the def2-TZVPD basis set

Each line ends with the Mulliken charge.
Positions of all 83 atoms, in Å:
1 Hf 0.252 -0.122 0.485  -0.693
2 S -1.260 1.468 -0.982  -0.520
3 P -0.402 2.629 0.465  1.706
4 C 1.034 1.858 1.139  -0.776
5 P 2.336 1.766 -0.047  1.580
6 S 2.702 -0.225 -0.252  -0.449
7 C 1.999 2.450 -1.693  0.121
8 C 2.265 3.794 -1.928  -0.357
9 C 1.827 4.371 -3.105  -0.727
10 C 1.126 3.616 -4.035  -0.621
11 C 0.877 2.274 -3.805  -0.724
12 C 1.316 1.687 -2.634  -0.200
13 C 3.839 2.618 0.482  0.296
14 C 5.043 2.379 -0.173  -0.538
15 C 6.158 3.119 0.176  -0.739
16 C 6.064 4.092 1.160  -0.478
17 C 4.862 4.323 1.811  -0.797
18 C 3.742 3.585 1.473  -0.032
19 C -0.326 4.340 -0.126  0.722
20 C -0.762 4.716 -1.390  -0.287
21 C -0.671 6.046 -1.762  -0.841
22 C -0.156 6.982 -0.880  -0.494
23 C 0.269 6.604 0.385  -0.875
24 C 0.187 5.280 0.766  -0.592
25 C -1.520 2.706 1.901  0.580
26 C -2.812 3.212 1.785  -0.680
27 C -3.567 3.415 2.927  -0.719
28 C -3.036 3.134 4.176  -0.513
29 C -1.759 2.608 4.288  -0.793
30 C -1.003 2.387 3.152  0.001
31 H 2.800 4.380 -1.192  0.425
32 H 2.013 5.418 -3.287  0.449
33 H 0.773 4.077 -4.942  0.423
34 H 0.319 1.690 -4.521  0.432
35 H 1.133 0.631 -2.448  0.315
36 H 5.097 1.620 -0.944  0.431
37 H 7.098 2.943 -0.321  0.423
38 H 6.930 4.679 1.420  0.403
39 H 4.798 5.080 2.577  0.448
40 H 2.789 3.753 1.960  0.290
41 H -1.170 3.978 -2.068  0.465
42 H -1.006 6.360 -2.739  0.472
43 H -0.092 8.017 -1.172  0.431
44 H 0.653 7.346 1.070  0.468
45 H 0.503 4.962 1.752  0.362
46 H -3.210 3.456 0.810  0.443
47 H -4.564 3.818 2.849  0.442
48 H -3.615 3.328 5.065  0.432
49 H -1.332 2.396 5.257  0.471
50 H 0.013 2.011 3.225  0.431
51 Cl -4.092 -2.922 5.593  -0.194
52 C -3.306 -2.334 4.187  0.343
53 C -1.973 -1.945 4.256  -0.894
54 C -1.370 -1.454 3.114  1.622
55 Cl 0.293 -0.931 3.111  -0.145
56 C -2.050 -1.318 1.900  -1.243
57 O -1.467 -0.842 0.812  0.083
58 C -3.396 -1.729 1.873  0.464
59 Cl -4.237 -1.569 0.389  -0.193
60 C -4.018 -2.233 2.997  -0.639
61 H -1.417 -2.032 5.175  0.495
62 H -5.053 -2.531 2.933  0.476
63 C 4.193 -5.943 0.234  -1.199
64 Ge 3.475 -4.107 0.051  0.490
65 C 3.694 -3.090 1.740  -0.886
66 C 4.306 -3.224 -1.515  -0.992
67 C 1.492 -4.369 -0.257  -1.118
68 Se 0.242 -2.882 0.102  0.411
69 C 0.099 -2.174 -1.720  -0.950
70 H 5.269 -5.907 0.375  0.366
71 H 3.995 -6.531 -0.655  0.375
72 H 3.763 -6.459 1.086  0.374
73 H 4.750 -2.994 1.975  0.372
74 H 3.210 -3.608 2.563  0.362
75 H 3.277 -2.089 1.658  0.127
76 H 5.385 -3.301 -1.419  0.388
77 H 4.050 -2.173 -1.576  0.233
78 H 4.020 -3.718 -2.438  0.360
79 H 1.155 -5.155 0.422  0.465
80 H 1.282 -4.708 -1.272  0.431
81 H 1.084 -1.813 -2.041  0.278
82 H -0.660 -1.375 -1.717  0.331
83 H -0.220 -2.991 -2.371  0.591

Output
Lowest unoccupied orbital energy ... -2.57 eV
Energy above the lowest of the compared OMol25 structures with the same formula, charge and spin ... 42.6 kcal/mol
Energy ... -8854.61010 a.u.
Charge ... +1
E_HOMO ... -0.40132 Eh

Record 2
C36H36F6N6O6S2Ti | ωB97M-V with the def2-TZVPD basis set

Each line ends with the Mulliken charge.
Positions of all 93 atoms, in Å:
1 Ti 0.104 -0.293 0.068  -2.316
2 C -0.497 2.825 2.899  -1.361
3 C -1.530 1.780 2.486  0.028
4 C -1.903 1.803 1.010  -1.353
5 N -0.744 1.562 0.147  1.757
6 C -0.319 2.481 -0.705  1.236
7 C -1.060 3.611 -1.108  -0.859
8 C -0.638 4.791 -1.684  -0.672
9 C 0.648 5.209 -2.010  -0.676
10 C 1.779 4.417 -1.982  -0.695
11 C 1.896 3.053 -1.747  -0.583
12 C 0.933 2.104 -1.370  0.758
13 N 1.111 0.788 -1.421  1.216
14 C 2.296 0.298 -2.125  -1.599
15 C 2.136 -1.128 -2.645  -0.671
16 C 1.596 -2.095 -1.576  -0.914
17 N 1.639 -1.492 -0.253  0.407
18 C 2.780 -1.422 0.448  1.135
19 C 3.983 -1.966 0.030  -0.129
20 C 5.195 -2.113 0.723  -0.854
21 C 5.478 -1.889 2.042  -0.616
22 C 4.571 -1.409 3.005  -0.515
23 C 3.341 -0.842 2.836  -1.138
24 C 2.629 -0.556 1.623  1.040
25 N 1.700 0.358 1.510  0.457
26 C 1.516 1.229 2.679  -0.865
27 C 0.933 2.615 2.385  -0.380
28 H -0.454 2.834 3.993  0.391
29 H -0.842 3.823 2.607  0.455
30 H -2.453 1.947 3.048  0.721
31 H -1.190 0.781 2.762  -0.701
32 H -2.350 2.770 0.781  0.624
33 H -2.669 1.052 0.811  -0.202
34 H -2.122 3.543 -0.919  0.067
35 H -1.428 5.512 -1.862  0.459
36 H 0.768 6.235 -2.333  0.359
37 H 2.709 4.909 -2.244  0.365
38 H 2.891 2.654 -1.894  0.425
39 H 3.168 0.372 -1.463  0.480
40 H 2.498 0.940 -2.986  0.771
41 H 3.108 -1.458 -3.020  0.381
42 H 1.440 -1.117 -3.480  0.378
43 H 2.144 -3.039 -1.563  0.803
44 H 0.556 -2.356 -1.790  -0.260
45 H 3.991 -2.352 -0.981  0.280
46 H 6.003 -2.526 0.127  0.364
47 H 6.465 -2.159 2.393  0.354
48 H 4.906 -1.475 4.035  0.403
49 H 2.827 -0.556 3.744  0.529
50 H 2.494 1.371 3.142  0.672
51 H 0.897 0.701 3.415  0.346
52 H 1.027 2.828 1.323  -0.213
53 H 1.565 3.356 2.881  0.571
54 C -2.741 0.226 -5.762  -0.377
55 C -2.612 -1.104 -5.398  -0.681
56 C -1.616 -1.447 -4.498  -0.293
57 N -0.778 -0.564 -3.957  0.117
58 C -0.918 0.711 -4.312  -0.110
59 C -1.875 1.154 -5.210  -0.817
60 H -3.518 0.536 -6.449  0.379
61 H -3.277 -1.862 -5.787  0.396
62 H -1.488 -2.480 -4.192  0.523
63 H -0.237 1.416 -3.844  0.306
64 H -1.948 2.206 -5.450  0.423
65 F -3.702 -3.972 -0.651  -0.238
66 C -3.040 -3.069 -1.356  0.629
67 F -3.664 -2.877 -2.516  -0.228
68 F -1.814 -3.514 -1.605  -0.155
69 S -2.977 -1.464 -0.400  1.243
70 O -1.626 -0.959 -0.775  -0.485
71 O -3.176 -1.793 0.968  -0.701
72 N -4.112 -0.617 -0.982  -0.624
73 S -4.117 0.574 -2.026  1.029
74 O -4.741 0.204 -3.255  -0.594
75 O -2.900 1.334 -2.042  -0.316
76 C -5.335 1.670 -1.178  0.469
77 F -6.563 1.174 -1.246  -0.204
78 F -5.315 2.861 -1.785  -0.231
79 F -5.013 1.852 0.105  -0.206
80 O -0.495 -3.230 1.046  -0.626
81 C -0.364 -2.421 1.940  0.268
82 O -0.425 -1.113 1.764  0.413
83 C -0.005 -2.820 3.339  0.235
84 C 0.704 -3.999 3.536  -0.491
85 C 1.103 -4.360 4.814  -0.701
86 C 0.774 -3.557 5.898  -0.427
87 C 0.048 -2.388 5.703  -0.835
88 C -0.330 -2.014 4.423  0.083
89 H 0.936 -4.617 2.679  0.478
90 H 1.668 -5.271 4.966  0.414
91 H 1.077 -3.845 6.896  0.409
92 H -0.220 -1.770 6.551  0.420
93 H -0.885 -1.099 4.257  0.448

Output
Lowest unoccupied orbital energy ... -0.91 eV
Energy above the lowest of the compared OMol25 structures with the same formula, charge and spin ... 19.4 kcal/mol
Energy ... -4418.51967 a.u.
Charge ... 0
E_HOMO ... -0.28092 Eh

Record 3
C36H36GeN5OPd | ωB97M-V with the def2-TZVPD basis set

Each line ends with the Mulliken spin population.
Positions of all 80 atoms, in Å:
1 Pd -0.111 0.295 -0.393  1.667
2 C -2.772 -1.136 -2.040  -0.002
3 C -2.916 -1.439 -0.583  -0.005
4 C -4.041 -2.090 -0.080  0.003
5 C -4.129 -2.332 1.276  0.001
6 C -3.099 -1.920 2.106  0.003
7 C -1.998 -1.285 1.551  0.015
8 N -1.924 -1.064 0.228  0.083
9 C -0.865 -0.803 2.379  0.008
10 C -0.832 -0.950 3.763  0.001
11 C 0.241 -0.439 4.468  0.006
12 C 1.271 0.185 3.785  -0.007
13 C 1.206 0.270 2.399  0.019
14 N 0.148 -0.210 1.740  0.073
15 C 2.302 0.849 1.582  0.011
16 C 3.507 1.243 2.146  0.004
17 C 4.507 1.743 1.328  0.001
18 C 4.275 1.849 -0.028  0.010
19 C 3.044 1.445 -0.539  -0.017
20 C 2.759 1.534 -2.008  -0.005
21 N 2.092 0.948 0.257  0.041
22 H -3.716 -1.245 -2.569  0.000
23 H -2.043 -1.816 -2.482  0.000
24 H -2.395 -0.122 -2.174  -0.007
25 H -4.831 -2.397 -0.751  -0.001
26 H -4.993 -2.830 1.693  -0.001
27 H -3.168 -2.097 3.169  0.000
28 H -1.622 -1.464 4.286  0.000
29 H 0.281 -0.536 5.544  0.000
30 H 2.112 0.585 4.330  0.000
31 H 3.690 1.143 3.205  0.001
32 H 5.458 2.038 1.751  0.000
33 H 5.037 2.232 -0.694  0.001
34 H 3.201 2.428 -2.447  0.001
35 H 1.683 1.537 -2.178  -0.006
36 H 3.193 0.671 -2.512  0.000
37 C -3.323 1.892 0.696  0.018
38 Ge -1.510 2.262 -0.022  0.024
39 C -1.750 3.067 -1.838  0.127
40 C -1.168 2.448 -2.941  0.036
41 C -1.343 2.971 -4.216  0.017
42 C -2.104 4.118 -4.389  0.000
43 C -2.688 4.737 -3.295  0.004
44 C -2.508 4.221 -2.018  -0.012
45 C -0.780 3.711 1.165  0.178
46 C -1.468 3.991 2.353  0.001
47 C -0.949 4.843 3.317  0.079
48 C 0.287 5.446 3.117  0.214
49 C 0.993 5.244 1.916  -0.035
50 C 2.219 5.893 1.677  0.187
51 C 2.853 5.789 0.450  0.049
52 C 2.272 5.033 -0.561  0.038
53 C 1.091 4.338 -0.331  0.108
54 C 0.439 4.402 0.912  0.114
55 H -3.907 2.814 0.726  0.012
56 H -3.295 1.459 1.697  -0.002
57 H -3.835 1.191 0.039  -0.005
58 H -0.590 1.538 -2.804  -0.074
59 H -0.890 2.485 -5.072  0.001
60 H -2.241 4.530 -5.380  0.000
61 H -3.289 5.628 -3.431  0.000
62 H -2.964 4.716 -1.168  0.001
63 H -2.428 3.523 2.536  -0.010
64 H -1.514 5.039 4.219  0.007
65 H 0.705 6.109 3.865  -0.003
66 H 2.652 6.494 2.469  0.001
67 H 3.786 6.306 0.269  0.003
68 H 2.737 5.008 -1.538  0.001
69 H 0.614 3.781 -1.130  0.043
70 C 2.536 -1.464 -5.094  0.000
71 N 1.404 -1.107 -4.254  0.003
72 C 1.299 -1.326 -2.934  0.001
73 N 2.305 -1.999 -2.321  0.004
74 O 0.309 -0.911 -2.296  -0.028
75 H 2.263 -1.317 -6.134  0.000
76 H 2.806 -2.514 -4.971  0.000
77 H 3.407 -0.842 -4.876  0.000
78 H 0.652 -0.579 -4.662  -0.001
79 H 2.956 -2.547 -2.859  0.000
80 H 2.132 -2.300 -1.378  0.003

Output
Lowest unoccupied orbital energy (spin up / spin down) ... -5.75 / -8.74 eV
2S+1 ... 4
Energy above the lowest of the compared OMol25 structures with the same formula, charge and spin ... 7.5 kcal/mol
Energy ... -3946.79892 a.u.
Charge ... +2
E_HOMO (spin up / spin down) ... -0.44050 / -0.49874 Eh

Record 4
C36H36MnN5O2S2 | ωB97M-V with the def2-TZVPD basis set

Each line ends with the Mulliken spin population.
Positions of all 82 atoms, in Å:
1 Mn -0.833 0.323 -0.537  1.014
2 C -2.608 4.338 5.017  0.000
3 C -2.114 3.303 4.047  0.006
4 C -1.783 2.000 4.490  -0.009
5 C -1.344 1.026 3.641  0.010
6 C -1.199 1.257 2.244  0.032
7 N -0.754 0.310 1.393  -0.019
8 C -0.128 -0.845 1.905  -0.022
9 C 0.980 -0.761 2.750  -0.002
10 C 1.659 -1.890 3.168  -0.001
11 C 1.279 -3.162 2.742  0.001
12 C 2.046 -4.387 3.156  0.000
13 C 0.189 -3.254 1.890  0.006
14 C -0.509 -2.122 1.489  0.021
15 N -1.640 -2.295 0.641  -0.001
16 C -2.589 -3.250 0.713  0.007
17 C -3.482 -3.026 -0.310  -0.004
18 C -3.000 -1.884 -0.955  0.012
19 N -1.881 -1.457 -0.382  -0.018
20 C -1.573 2.558 1.781  -0.017
21 C -1.998 3.544 2.710  -0.010
22 N -1.539 3.026 0.508  -0.001
23 C 0.492 4.694 -0.736  0.000
24 C -0.403 4.115 -1.802  0.003
25 C -1.194 3.050 -1.693  -0.007
26 N -1.313 2.275 -0.502  0.005
27 H -2.091 4.261 5.973  0.000
28 H -3.675 4.215 5.212  0.000
29 H -2.456 5.345 4.630  0.000
30 H -1.888 1.764 5.543  0.000
31 H -1.119 0.044 4.032  0.001
32 H 1.295 0.220 3.082  0.000
33 H 2.508 -1.783 3.833  0.000
34 H 2.474 -4.265 4.150  0.000
35 H 2.868 -4.582 2.465  0.000
36 H 1.407 -5.269 3.169  0.000
37 H -0.128 -4.223 1.523  0.000
38 H -2.566 -3.996 1.489  0.001
39 H -4.365 -3.594 -0.542  0.000
40 H -3.403 -1.358 -1.805  0.000
41 H -2.244 4.514 2.293  -0.001
42 H -0.110 5.231 0.001  0.000
43 H -0.396 4.609 -2.766  -0.001
44 H -1.745 2.663 -2.539  -0.001
45 O -0.831 0.306 -2.638  -0.013
46 S -0.861 -0.536 -3.895  0.000
47 C 0.784 -0.481 -4.655  0.000
48 C 1.998 -0.809 -3.790  0.000
49 C 2.552 0.428 -3.080  0.001
50 C 3.445 0.094 -1.886  0.000
51 S 2.519 -0.153 -0.331  -0.005
52 O 1.133 -0.576 -0.795  -0.013
53 C 2.375 1.528 0.226  -0.005
54 C 1.589 2.428 -0.477  -0.001
55 C 1.372 3.706 0.007  0.017
56 C 1.989 4.065 1.206  0.000
57 C 2.794 3.173 1.898  0.002
58 C 2.985 1.882 1.419  0.004
59 C -0.964 -2.274 -3.507  -0.001
60 C -1.815 -2.995 -4.335  0.000
61 C -1.983 -4.358 -4.127  0.000
62 C -1.316 -4.980 -3.083  0.000
63 C -0.480 -4.247 -2.248  0.000
64 C -0.297 -2.890 -2.453  0.007
65 H 0.853 0.522 -5.083  0.000
66 H 0.667 -1.178 -5.489  0.000
67 H 2.770 -1.233 -4.437  0.000
68 H 1.749 -1.584 -3.069  0.000
69 H 1.722 1.057 -2.771  0.000
70 H 3.138 1.018 -3.789  0.000
71 H 4.170 0.878 -1.666  0.000
72 H 3.996 -0.834 -2.052  0.000
73 H 1.100 2.130 -1.391  -0.002
74 H 1.142 5.441 -1.197  0.000
75 H 1.825 5.058 1.609  0.000
76 H 3.257 3.476 2.828  0.000
77 H 3.578 1.163 1.970  0.000
78 H -2.347 -2.493 -5.134  0.000
79 H -2.641 -4.924 -4.772  0.000
80 H -1.453 -6.040 -2.914  0.000
81 H 0.032 -4.737 -1.430  0.000
82 H 0.324 -2.314 -1.782  0.002

Output
Lowest unoccupied orbital energy (spin up / spin down) ... -2.73 / -2.61 eV
2S+1 ... 2
Energy ... -3764.79547 a.u.
Charge ... +1
E_HOMO (spin up / spin down) ... -0.34988 / -0.35303 Eh